Record 1
A cluster of 13 separate species, H26O13 in total in a non-equilibrium geometry, computed with ωB97M-V with the def2-TZVPD basis set.

The geometry in ORCA input format:
```
! wB97M-V def2-TZVPD RIJCOSX def2/J DEFGRID3
* xyz 0 1
O 0.148 1.883 -3.367
O -1.890 0.361 1.621
O -0.071 -0.914 -0.814
O 3.319 1.442 3.131
O 0.420 -0.588 4.088
O 0.874 2.350 2.491
O -2.234 3.833 1.482
O -2.112 -4.270 -4.033
O 2.936 -0.965 -0.778
O -3.541 1.638 -0.404
O -1.799 -1.825 1.054
O 3.486 -2.454 0.255
O 0.433 -1.185 -5.034
H 2.862 1.237 3.955
H -2.215 -3.455 -3.529
H -0.992 0.521 1.933
H 0.167 2.670 1.920
H -2.672 -2.122 1.335
H -2.065 3.726 0.539
H -1.160 -4.418 -4.046
H 0.013 0.930 -3.318
H 3.725 -0.698 -0.293
H -3.261 1.911 -1.285
H -1.197 -2.242 1.680
H 0.284 0.256 4.533
H 1.010 1.438 2.209
H -0.745 2.246 -3.378
H 0.957 -1.096 4.707
H 4.322 -2.263 -0.184
H -1.768 -0.113 0.790
H 2.607 1.616 2.505
H 3.080 -0.623 -1.667
H 3.685 -2.352 1.193
H -2.232 4.788 1.614
H -0.559 -0.542 -1.558
H 0.383 -1.935 -4.431
H 0.466 -0.418 -4.452
H -0.200 -0.273 -0.106
H -4.466 1.905 -0.358
*
```

For the total energy, the calculation gives -27035.151 eV. As for the maximum force: 6.42 eV Å⁻¹. For the frontier orbital gap, the calculation gives 8.8 eV. The lowest unoccupied orbital energy is -0.36 eV. Its molar mass is 234.2 g mol⁻¹. As for the HOMO energy: -0.3373 hartree.

Record 2
A cluster of 13 separate species, H26O13 in total in a non-equilibrium geometry, computed with ωB97M-V with the def2-TZVPD basis set.

The geometry in ORCA input format:
```
! wB97M-V def2-TZVPD RIJCOSX def2/J DEFGRID3
* xyz 0 1
O -0.131 -0.536 0.127
O -1.378 -3.844 0.817
O 2.053 3.336 0.319
O 0.639 -0.984 -2.395
O 2.088 -2.005 0.598
O -3.243 1.668 0.586
O 0.288 -3.704 -1.623
O 2.494 0.808 -0.927
O -1.169 2.524 -1.059
O 0.320 1.788 1.819
O 3.061 0.787 1.804
O -2.814 0.060 -1.898
O -1.959 -0.555 1.907
H -0.160 0.444 0.105
H -2.698 -1.084 1.529
H -1.964 0.284 -1.544
H -1.239 -0.548 1.253
H -0.725 -3.312 0.428
H -3.830 2.269 1.076
H 1.899 4.018 0.951
H 3.405 0.952 -1.164
H 0.100 -0.712 -0.768
H 1.597 2.557 0.617
H 0.582 1.338 2.559
H 1.450 -1.341 0.286
H -0.372 -3.132 -2.048
H 1.642 -2.483 1.286
H 3.703 1.423 1.450
H 0.794 -1.807 -2.829
H 2.671 0.474 1.007
H -2.771 1.165 1.218
H 0.972 -4.037 -2.213
H -1.953 2.081 -0.733
H -1.058 3.132 -0.308
H -3.334 -0.185 -1.147
H 0.394 -0.346 -3.124
H 2.259 0.154 -1.518
H -1.876 -3.308 1.399
H 0.265 2.654 2.141
*
```

For the total energy, the calculation gives -27039.362 eV. As for the maximum force: 3.93 eV Å⁻¹. For the frontier orbital gap, the calculation gives 10.3 eV. The lowest unoccupied orbital energy is -0.14 eV. Its molar mass is 234.2 g mol⁻¹. As for the HOMO energy: -0.3849 hartree.

Record 3
A cluster of 13 separate species, H26O13 in total in a non-equilibrium geometry, computed with ωB97M-V with the def2-TZVPD basis set.

The geometry in ORCA input format:
```
! wB97M-V def2-TZVPD RIJCOSX def2/J DEFGRID3
* xyz 0 1
O 1.021 0.418 -1.801
O -1.022 3.740 -0.888
O 1.755 -2.788 -0.033
O -1.092 0.269 3.504
O -2.800 0.337 -2.493
O -0.574 -2.261 -1.627
O 0.122 1.832 1.867
O -0.192 -0.641 1.196
O -2.856 1.188 0.909
O 1.236 2.750 -0.676
O -0.829 -2.834 2.453
O 2.143 -1.666 -3.478
O 3.193 -0.374 0.933
H -3.296 0.657 -3.243
H 1.103 -2.600 0.640
H -1.135 -0.451 1.317
H 0.318 0.896 1.524
H -1.060 -3.708 2.151
H -1.174 4.075 0.003
H 3.330 0.470 0.484
H -0.275 -1.396 -1.340
H -2.197 1.297 0.217
H 1.738 -3.700 -0.308
H -1.813 0.664 3.986
H -0.407 -3.046 -1.112
H 2.464 -0.769 0.418
H 0.798 1.877 2.585
H -0.081 -1.362 1.872
H -0.884 0.699 2.601
H 2.007 -2.427 -2.851
H 0.648 2.822 0.062
H -3.825 1.253 0.893
H -1.255 -2.584 3.273
H -0.073 3.987 -1.044
H 2.151 2.937 -0.435
H -1.927 0.736 -2.375
H 1.527 0.130 -2.640
H 1.637 1.165 -1.679
H 1.425 -1.440 -4.069
*
```

For the total energy, the calculation gives -27038.109 eV. As for the maximum force: 3.57 eV Å⁻¹. For the frontier orbital gap, the calculation gives 10.6 eV. The lowest unoccupied orbital energy is 0.10 eV. Its molar mass is 234.2 g mol⁻¹. As for the HOMO energy: -0.3868 hartree.

Record 4
A cluster of 13 separate species, H26O13 in total in a non-equilibrium geometry, computed with ωB97M-V with the def2-TZVPD basis set.

The geometry in ORCA input format:
```
! wB97M-V def2-TZVPD RIJCOSX def2/J DEFGRID3
* xyz 0 1
O 1.304 -1.459 3.038
O 0.259 -1.075 -2.536
O 1.383 1.395 2.011
O -0.203 3.164 -0.759
O 0.884 -2.824 0.543
O -2.666 2.193 0.376
O 0.002 1.796 -3.249
O 3.202 0.687 -1.167
O 2.884 -0.845 1.056
O -1.745 -3.105 -0.144
O -3.106 1.233 -2.325
O -0.166 0.272 0.053
O -1.533 -1.795 2.738
H 0.057 0.232 -0.872
H 0.861 2.063 -3.577
H -2.653 0.774 -1.656
H -0.332 -0.576 0.406
H -1.636 -2.161 3.569
H 2.962 0.402 -2.040
H -0.344 4.076 -0.996
H -2.332 -2.860 0.561
H -2.838 2.159 -2.368
H 0.370 -1.704 3.004
H -0.861 -3.134 0.194
H 0.000 2.744 -1.592
H 0.100 -0.152 -2.761
H -0.686 1.975 -3.895
H 2.957 0.112 -0.404
H 1.578 -2.152 0.591
H 0.996 0.958 1.272
H 3.673 -1.133 1.539
H 0.842 2.150 2.112
H 0.715 -3.201 1.447
H -1.727 2.259 0.207
H 2.287 -0.706 1.782
H -2.253 -1.216 2.566
H 1.474 -1.954 3.791
H -0.604 -1.537 -2.450
H -3.098 2.934 -0.065
*
```

For the total energy, the calculation gives -27039.701 eV. As for the maximum force: 3.30 eV Å⁻¹. For the frontier orbital gap, the calculation gives 10.2 eV. The lowest unoccupied orbital energy is -0.10 eV. Its molar mass is 234.2 g mol⁻¹. As for the HOMO energy: -0.3772 hartree.

Record 5
A structure of composition H26O13 in a non-equilibrium geometry, computed with ωB97M-V with the def2-TZVPD basis set.

The geometry in ORCA input format:
```
! wB97M-V def2-TZVPD RIJCOSX def2/J DEFGRID3
* xyz 0 1
O 1.753 1.516 1.458
O 0.355 0.427 2.468
O -0.978 1.170 -2.781
O 1.656 0.957 -1.232
O -1.786 -1.392 1.045
O -0.053 2.061 0.870
O 2.122 -0.756 1.318
O -2.160 -1.678 -1.203
O -0.512 -0.849 -2.063
O 0.411 -1.987 1.109
O 1.092 -1.454 -0.866
O 0.175 0.101 0.118
O -1.928 0.718 -0.522
H 1.286 -2.044 -0.138
H 0.110 -2.354 1.940
H 0.673 -0.697 -0.458
H -0.394 -1.762 0.641
H 0.975 1.156 2.454
H 2.403 1.048 -0.640
H -0.530 0.198 -0.522
H 0.976 0.544 -0.699
H -1.317 -1.364 -1.531
H -0.453 -1.289 -2.911
H 0.282 -1.115 -1.600
H -2.799 -1.051 -1.544
H -1.918 1.092 0.359
H 2.594 1.162 1.168
H -1.683 -0.459 1.233
H -0.456 1.114 -3.581
H -0.790 0.356 -2.314
H 1.976 2.102 2.181
H 1.347 -1.305 1.196
H -2.660 1.154 -0.959
H -0.154 2.748 0.212
H 0.893 1.942 0.950
H -1.924 -1.432 0.099
H -0.018 0.756 0.789
H -0.413 0.756 2.002
H 1.848 -0.093 1.952
*
```

For the total energy, the calculation gives -27019.953 eV. As for the maximum force: 12.61 eV Å⁻¹. For the frontier orbital gap, the calculation gives 9.2 eV. The lowest unoccupied orbital energy is -0.33 eV. Its molar mass is 234.2 g mol⁻¹. As for the HOMO energy: -0.3519 hartree.

Record 6
A cluster of 13 separate species, H26O13 in total in a non-equilibrium geometry, computed with ωB97M-V with the def2-TZVPD basis set.

The geometry in ORCA input format:
```
! wB97M-V def2-TZVPD RIJCOSX def2/J DEFGRID3
* xyz 0 1
O -0.336 2.736 2.776
O 2.140 1.271 -1.969
O -0.174 -2.574 -0.751
O -0.239 0.006 0.359
O 0.014 -0.363 -3.260
O 2.309 -1.073 0.237
O -2.600 0.278 -3.081
O -2.861 -2.371 -1.579
O -1.107 2.094 -1.371
O -1.957 -2.298 1.504
O -0.840 -0.172 3.448
O 1.526 0.684 2.777
O 2.553 2.336 0.707
H 0.157 -1.232 -3.585
H -0.798 2.083 -2.297
H -1.451 -1.450 1.640
H -0.830 1.383 -0.847
H 0.710 0.128 0.489
H 0.098 -0.123 3.267
H 1.774 1.111 3.604
H -0.212 -2.589 0.182
H 0.442 -3.281 -0.932
H 1.780 -1.891 0.403
H 2.500 -1.319 -0.675
H 2.617 2.981 1.453
H -1.934 -2.480 -1.363
H -1.755 -0.148 -2.986
H -2.557 0.355 -4.083
H 1.328 1.420 -2.481
H 2.002 1.161 2.109
H 1.888 0.418 -1.587
H 0.001 0.226 -4.030
H -0.931 0.199 4.341
H -0.531 2.849 3.729
H -2.619 -2.380 2.214
H -0.110 1.802 2.624
H 3.468 2.322 0.476
H -0.367 -0.516 -0.389
H -3.115 -1.584 -1.074
*
```

For the total energy, the calculation gives -27038.708 eV. As for the maximum force: 3.42 eV Å⁻¹. For the frontier orbital gap, the calculation gives 9.5 eV. The lowest unoccupied orbital energy is -0.37 eV. Its molar mass is 234.2 g mol⁻¹. As for the HOMO energy: -0.3613 hartree.

> Which of these has the lowest lowest unoccupied orbital energy?

number 6